<one>
DFT (ωB97M-V/def2-TZVPD) results for an isolated molecule of C6H13N.

The geometry in ORCA input format:
```
! wB97M-V def2-TZVPD RIJCOSX def2/J DEFGRID3
* xyz 0 1
C 2.9331 -0.4264 -0.0707
C 1.4432 -0.7289 -0.1565
C 0.6175 0.4637 -0.6308
N -0.7702 0.0501 -0.7070
C -1.8281 0.9923 -0.9952
C -1.6147 0.4594 0.3842
C -2.2608 -0.6021 1.2375
H 3.1356 0.3750 0.6492
H 3.3213 -0.1066 -1.0449
H 3.4995 -1.3094 0.2424
H 1.2573 -1.5582 -0.8490
H 1.0627 -1.0581 0.8206
H 0.9670 0.8003 -1.6147
H 0.7381 1.3125 0.0685
H -2.5996 0.6606 -1.6877
H -1.5512 2.0444 -1.1092
H -1.1920 1.2493 1.0118
H -3.1015 -0.2119 1.8187
H -2.5697 -1.4895 0.6812
H -1.4876 -0.9163 1.9515
*
```

As for the HOMO-LUMO gap: 10.4 eV. Its structure (SMILES) is CCCN1C[C@H]1C. The HOMO energy is -0.336 hartree.

***

<two>
DFT (ωB97M-V/def2-TZVPD) results for an isolated molecule of C6H13N.

The geometry in ORCA input format:
```
! wB97M-V def2-TZVPD RIJCOSX def2/J DEFGRID3
* xyz 0 1
C 1.8340 -1.2781 -2.5150
C 1.1943 -0.2732 -1.6331
C -0.1479 -0.1270 -1.5780
C -0.9166 0.1841 -0.2885
C -0.0323 0.8335 0.8399
C -0.4923 0.3761 2.2258
N -1.8797 0.7003 2.4865
H 1.1697 -2.0960 -2.7843
H 2.6620 -1.7732 -2.0000
H 2.1574 -0.9005 -3.5067
H 1.7933 0.4136 -1.0410
H -0.7246 -0.2761 -2.4853
H -1.8169 0.7753 -0.4601
H -1.0848 -0.7883 0.1806
H 0.8990 0.2606 0.7591
H 0.0058 1.9214 0.8050
H 0.1729 0.8078 2.9852
H -0.3428 -0.7063 2.3563
H -2.3464 0.2698 3.2628
H -2.1041 1.6762 2.3907
*
```

As for the HOMO-LUMO gap: 9.5 eV. Its structure (SMILES) is C/C=C/CCCN. The HOMO energy is -0.308 hartree.

***

Which structure is the least stable? The one labeled <two>.

***

<one>
DFT (ωB97M-V/def2-TZVPD) results for an isolated molecule of C6H13N.

The geometry in ORCA input format:
```
! wB97M-V def2-TZVPD RIJCOSX def2/J DEFGRID3
* xyz 0 1
C 2.1967 -0.7820 2.3170
C 1.0393 -0.9731 1.3660
C 0.9799 -0.3508 0.1993
C -0.0529 -0.6856 -0.8516
C -1.3200 0.1814 -0.8729
C -1.1512 1.6047 -0.2809
N -1.9120 0.1798 -2.2103
H 2.4795 -1.7361 2.7606
H 3.1004 -0.5335 1.7602
H 1.9676 -0.0285 3.0579
H 0.2480 -1.6840 1.5763
H 1.8372 0.1678 -0.1886
H 0.3876 -0.6222 -1.8445
H -0.3606 -1.7341 -0.8540
H -2.0713 -0.3012 -0.2389
H -1.2996 2.3184 -1.1045
H -1.9881 1.8742 0.3669
H -0.1937 1.8359 0.1825
H -2.7045 0.8029 -2.2858
H -1.1823 0.4658 -2.8548
*
```

As for the HOMO-LUMO gap: 10.3 eV. Its structure (SMILES) is C/C=C/C[C@@H](C)N. The HOMO energy is -0.335 hartree.

***

<two>
DFT (ωB97M-V/def2-TZVPD) results for an isolated molecule of C6H13N.

The geometry in ORCA input format:
```
! wB97M-V def2-TZVPD RIJCOSX def2/J DEFGRID3
* xyz 0 1
C -1.1329 -1.8833 -1.8971
C -0.7989 -0.4557 -2.3161
C 0.3326 0.4266 -1.7223
C 0.7710 0.3700 -0.4388
N 0.0765 0.4595 0.7820
C 0.9178 0.6424 1.9773
C 0.1221 1.4145 3.0724
H -1.8484 -2.4755 -2.6508
H -0.2267 -2.4284 -2.1396
H -1.3718 -1.9485 -0.8038
H -1.7036 0.2016 -2.3888
H -0.3791 -0.6501 -3.2736
H 1.0556 0.9489 -2.5065
H 1.8379 0.1385 -0.2659
H -0.7072 -0.2152 0.9677
H 1.2770 -0.3957 2.1608
H 1.7074 1.2232 1.5232
H -0.4913 0.5603 3.4719
H -0.3507 2.3416 2.6132
H 0.9128 1.7253 3.8349
*
```

As for the HOMO-LUMO gap: 8.5 eV. Its structure (SMILES) is CC/C=C\NCC. The HOMO energy is -0.274 hartree.

***

Which structure is the least stable? The one labeled <two>.

***

<one>
DFT (ωB97M-V/def2-TZVPD) results for an isolated molecule of C6H13N.

The geometry in ORCA input format:
```
! wB97M-V def2-TZVPD RIJCOSX def2/J DEFGRID3
* xyz 0 1
C 1.5349 -0.9377 1.2252
C 1.3218 -0.3378 0.0378
C 2.3975 0.2775 -0.8865
C -0.0231 -0.4788 -0.5398
C -1.1920 0.1845 0.2060
C -2.5285 -0.4925 -0.1918
N -1.0765 1.6324 0.2162
H 0.8275 -1.6481 1.6638
H 2.3912 -0.7641 1.8384
H 2.1426 -0.1867 -1.9009
H 3.4489 0.1232 -0.4649
H 2.2936 1.4297 -1.0196
H -0.1740 -1.5610 -0.4403
H -0.1454 -0.0789 -1.5367
H -1.0779 -0.1083 1.2449
H -2.5934 -0.3545 -1.3012
H -2.3737 -1.5531 0.0214
H -3.3593 -0.1516 0.4203
H -1.2235 1.9599 1.2037
H -1.6842 2.1750 -0.3477
*
```

As for the HOMO-LUMO gap: 9.8 eV. Its structure (SMILES) is C=C(C)C[C@H](C)N. The HOMO energy is -0.321 hartree.

***

<two>
DFT (ωB97M-V/def2-TZVPD) results for a structure of composition C6H13N.

The geometry in ORCA input format:
```
! wB97M-V def2-TZVPD RIJCOSX def2/J DEFGRID3
* xyz 0 1
C -0.8813 -1.1850 1.6246
C -0.4010 0.0979 0.9982
N 0.9321 0.1148 0.3852
C 1.8674 1.1973 0.6478
C -0.1681 0.3849 -0.4264
C -0.4809 1.4232 -1.3389
C -0.4548 -1.4399 -1.4495
H -0.5792 -1.2191 2.6769
H -1.9741 -1.2483 1.5822
H -0.4559 -2.0519 1.1164
H -0.6939 1.0083 1.5318
H 2.6319 1.2051 -0.1347
H 1.3781 2.1806 0.6714
H 2.3579 1.0076 1.6064
H -0.5452 -0.0100 -1.6611
H -1.4452 1.9123 -1.2630
H 0.3362 1.9256 -1.8461
H 0.4491 -1.9559 -1.1269
H -0.5098 -1.4565 -2.5506
H -1.3635 -1.8912 -1.0435
*
```

As for the HOMO-LUMO gap: 8.0 eV. The HOMO energy is -0.256 hartree.

***

<three>
DFT (ωB97M-V/def2-TZVPD) results for a structure of composition C6H13N.

The geometry in ORCA input format:
```
! wB97M-V def2-TZVPD RIJCOSX def2/J DEFGRID3
* xyz 0 1
C 0.6715 -0.0800 0.0851
C 1.0167 -0.4568 -1.3608
C 1.2972 -1.1076 1.0356
C 1.2231 1.3152 0.4053
C -1.4069 0.4608 -0.2967
N -0.8501 -0.2412 0.5274
C -2.3080 1.1118 -0.9917
H -2.6392 -1.3079 1.4904
H -3.2866 -1.7692 1.5218
H 0.6267 -1.4426 -1.6073
H 0.6236 0.2632 -2.0755
H 2.0967 -0.4779 -1.4965
H 2.3790 -1.1304 0.9337
H 0.8824 -2.0926 0.8264
H 1.0282 -0.8639 2.0617
H 0.8410 2.0653 -0.2841
H 2.3093 1.3213 0.3251
H 0.9529 1.6076 1.4187
H -3.0975 0.6376 -1.5551
H -2.3604 2.1873 -0.9635
*
```

As for the HOMO-LUMO gap: 9.9 eV. The HOMO energy is -0.328 hartree.

***

Which structure is the least stable? The one labeled <two>.

***

<one>
DFT (ωB97M-V/def2-TZVPD) results for an isolated molecule of C6H13N.

The geometry in ORCA input format:
```
! wB97M-V def2-TZVPD RIJCOSX def2/J DEFGRID3
* xyz 0 1
C -0.9942 -1.8477 1.9015
C -1.2596 -1.1543 0.4774
N -0.1892 -0.1399 0.2917
C 1.1254 -0.4210 -0.3822
C 1.3560 0.7121 -1.4071
C 0.7165 1.8592 -0.7319
C -0.6227 1.1326 -0.3290
H -0.7505 -1.0223 2.5544
H -0.0631 -2.4752 1.8460
H -1.8594 -2.2508 2.3486
H -1.5595 -1.8664 -0.2549
H -2.2049 -0.4872 0.5659
H 1.1948 -1.3684 -0.9405
H 1.7927 -0.3831 0.6052
H 2.3921 0.9382 -1.6896
H 0.9685 0.4670 -2.4295
H 0.7068 2.7557 -1.2993
H 1.1524 2.3056 0.1586
H -1.0210 1.6841 0.5165
H -1.3528 0.9964 -1.1962
*
```

As for the HOMO-LUMO gap: 9.3 eV. Its structure (SMILES) is CCN1CCCC1. The HOMO energy is -0.299 hartree.

***

<two>
DFT (ωB97M-V/def2-TZVPD) results for an isolated molecule of C6H13N.

The geometry in ORCA input format:
```
! wB97M-V def2-TZVPD RIJCOSX def2/J DEFGRID3
* xyz 0 1
C 0.1529 2.6095 -2.3896
C -0.4681 2.3099 -1.1495
C -0.7232 0.8693 -0.6904
C 0.5429 -0.0668 -0.6077
C 0.5816 -1.2617 0.2970
N -0.2080 -1.0589 1.4387
C -0.2110 -2.1967 2.4413
H 0.0027 3.5253 -2.9906
H 0.9589 1.8912 -2.5223
H -1.3482 2.8354 -0.8370
H -1.2247 0.9222 0.2801
H -1.3216 0.4078 -1.4481
H 0.9754 -0.3534 -1.5425
H 1.3084 0.5854 -0.2255
H 1.6370 -1.4845 0.6937
H 0.2327 -2.1299 -0.2978
H -0.3361 -0.0672 1.4886
H 0.8407 -2.2018 2.8648
H -0.8935 -1.9585 3.2725
H -0.4986 -3.1765 1.9240
*
```

As for the HOMO-LUMO gap: 9.0 eV. Its structure (SMILES) is C=CCCCNC. The HOMO energy is -0.297 hartree.

***

Which structure is the least stable? The one labeled <two>.

***

<one>
DFT (ωB97M-V/def2-TZVPD) results for an isolated molecule of C6H13N.

The geometry in ORCA input format:
```
! wB97M-V def2-TZVPD RIJCOSX def2/J DEFGRID3
* xyz 0 1
C -0.1750 -2.5752 -2.1217
C -0.0959 -1.6088 -1.1260
C 1.1400 -0.6480 -0.9318
C 0.7588 0.7159 -0.3524
N -0.5809 0.7169 0.1376
C -0.9257 1.7055 1.2172
C -0.2346 1.3748 2.5291
H -1.0485 -3.2082 -1.9164
H 0.5667 -2.7779 -2.7693
H -0.7000 -1.9610 -0.2741
H 1.7484 -0.4559 -1.8344
H 1.8487 -1.1228 -0.2160
H 1.0021 1.5744 -1.0516
H 1.4708 0.8034 0.4957
H -0.8520 -0.1587 0.5824
H -2.0668 2.0221 1.2123
H -0.2459 2.5692 0.9603
H -0.9343 0.8724 3.1541
H 0.6173 0.7136 2.4601
H -0.1454 2.3256 2.9470
*
```

As for the HOMO-LUMO gap: 9.5 eV. Its structure (SMILES) is C=CCCNCC. The HOMO energy is -0.310 hartree.

***

<two>
DFT (ωB97M-V/def2-TZVPD) results for an isolated molecule of C6H13N.

The geometry in ORCA input format:
```
! wB97M-V def2-TZVPD RIJCOSX def2/J DEFGRID3
* xyz 0 1
C 2.3393 -0.6963 -0.6938
C 2.1483 0.0093 0.5577
C 0.6137 -0.1418 1.1302
C -0.2684 0.6543 0.2574
C -1.5586 0.3756 0.0840
C -2.2725 0.9424 -1.1156
N -2.2130 -0.6101 0.9732
H 2.0386 -1.6940 -0.5625
H 1.6233 -0.2764 -1.3694
H 3.3833 -0.6249 -1.0968
H 2.6599 -0.5660 1.3205
H 2.5396 1.1217 0.6424
H 0.7194 0.4770 2.0447
H 0.5663 -1.2556 1.1573
H 0.2405 0.8725 -0.7138
H -2.5718 1.9175 -0.8803
H -3.1432 0.4265 -1.4810
H -1.3840 0.9373 -1.8448
H -2.2518 -1.4966 0.4980
H -3.2089 -0.3725 1.0927
*
```

As for the HOMO-LUMO gap: 9.8 eV. Its structure (SMILES) is CCC/C=C(/C)N. The HOMO energy is -0.324 hartree.

***

<three>
DFT (ωB97M-V/def2-TZVPD) results for an isolated molecule of C6H13N.

The geometry in ORCA input format:
```
! wB97M-V def2-TZVPD RIJCOSX def2/J DEFGRID3
* xyz 0 1
C -1.5650 0.1626 -2.8454
C -1.4092 -0.3818 -1.4280
C -0.1612 -0.6691 -1.0023
C 0.1639 -1.0842 0.4279
C 1.1357 -0.0885 1.0118
C 0.2968 1.3272 1.3243
N 1.9982 -0.5844 2.1714
H -0.9206 -0.2751 -3.5486
H -2.6236 0.1653 -3.1625
H -1.1642 1.1336 -2.5971
H -2.2820 -0.5238 -0.6799
H 0.7491 -0.2324 -1.4509
H -0.7969 -0.9130 0.9874
H 0.4544 -2.1005 0.4811
H 1.9220 0.3317 0.4202
H 0.7992 1.5470 2.3577
H 0.6433 2.0988 0.5281
H -0.7531 1.2152 1.5555
H 2.1216 0.1820 2.8847
H 1.3916 -1.3106 2.5647
*
```

As for the HOMO-LUMO gap: 10.2 eV. Its structure (SMILES) is C/C=C/C[C@@H](C)N. The HOMO energy is -0.334 hartree.

***

<four>
DFT (ωB97M-V/def2-TZVPD) results for an isolated molecule of C6H13N.

The geometry in ORCA input format:
```
! wB97M-V def2-TZVPD RIJCOSX def2/J DEFGRID3
* xyz 0 1
C 2.9887 -0.2703 -0.0394
C 1.4954 -0.5649 0.0673
C 0.6359 0.3056 -0.8323
N -0.7722 -0.0628 -0.6994
C -1.7339 0.9953 -0.9074
C -1.5462 0.3836 0.4552
C -2.4528 -0.6475 1.1436
H 3.2167 0.7702 0.2229
H 3.3547 -0.4458 -1.0569
H 3.5657 -0.9075 0.6386
H 1.2811 -1.6090 -0.1872
H 1.1657 -0.4078 1.1007
H 0.9367 0.1531 -1.8814
H 0.8300 1.3715 -0.6049
H -2.6078 0.7545 -1.5095
H -1.3149 1.9790 -1.1627
H -1.0482 1.0027 1.2131
H -3.1032 -0.1583 1.8871
H -3.0685 -1.2669 0.4781
H -1.8227 -1.3747 1.6747
*
```

As for the HOMO-LUMO gap: 10.2 eV. Its structure (SMILES) is CCCN1C[C@H]1C. The HOMO energy is -0.330 hartree.

***

Which structure is the least stable? The one labeled <one>.

***

<one>
DFT (ωB97M-V/def2-TZVPD) results for an isolated molecule of C3H8O.

The geometry in ORCA input format:
```
! wB97M-V def2-TZVPD RIJCOSX def2/J DEFGRID3
* xyz 0 1
C 1.2599 -0.4896 0.0634
C 0.0057 0.3398 -0.4216
C -1.3795 -0.2497 0.0866
O 0.2972 1.6867 0.0083
H 1.2206 -0.7823 1.1436
H 1.2017 -1.5391 -0.4890
H 2.2600 -0.0080 -0.1436
H 0.0618 0.3941 -1.5739
H -1.1509 -0.6994 1.1575
H -2.0870 0.6504 -0.1350
H -1.5417 -1.0777 -0.6337
H -0.1477 1.7747 0.9374
*
```

As for the HOMO-LUMO gap: 11.0 eV. Its structure (SMILES) is CC(C)O. The HOMO energy is -0.367 hartree.

***

<two>
DFT (ωB97M-V/def2-TZVPD) results for a cluster of 2 separate species, C3H8O in total.

The geometry in ORCA input format:
```
! wB97M-V def2-TZVPD RIJCOSX def2/J DEFGRID3
* xyz 0 1
C 2.0155 0.3496 0.0431
O 2.9085 -0.4724 -0.0405
H 2.0387 1.2670 -0.5847
H 1.1331 0.2568 0.6827
C -2.8405 -0.2789 -0.0571
C -1.4379 0.3064 0.0454
H -2.9009 -1.0895 -0.8063
H -3.1361 -0.7207 0.9009
H -3.6024 0.4739 -0.3039
H -0.7544 -0.4801 0.3891
H -1.3731 1.1266 0.7728
H -1.0956 0.6834 -0.9157
*
```

As for the HOMO-LUMO gap: 11.0 eV. Its structure (SMILES) is C=O.CC. The HOMO energy is -0.375 hartree.

***

Which structure is the least stable? The one labeled <one>.